Entry 1:
ORCA calculation (ωB97M-V with the def2-TZVPD basis set) on a 2-piece molecular cluster, C11H21N3O2 overall.

Properties
- net charge = 0
- SMILES = CCN[C@@H]1C(=O)OC[C@H]1CCCN.CC#N
- energy relative to the best compared isomer or geometry (same formula, charge and spin) (kcal per mole) = 0.0

The geometry in XYZ format:
```
37
Properties=species:S:1:pos:R:3:forces:R:3
C 3.2114 -1.5727 -0.0012 0.0 0.2 0.1
C 2.4523 -0.8610 -1.1127 0.1 0.1 -0.2
N 1.7011 0.2735 -0.5797 -0.2 -0.2 0.5
C 0.4540 0.6112 -1.2533 0.2 -0.1 -0.5
C 0.6066 1.9990 -1.8835 -0.2 0.1 0.2
O 1.2302 2.2998 -2.8514 0.2 0.0 -0.3
O -0.0837 2.9158 -1.1580 -0.1 -0.1 0.1
C -0.6799 2.2795 -0.0224 0.0 -0.1 0.4
C -0.7543 0.7755 -0.3339 -0.1 0.1 0.4
C -2.0948 0.3160 -0.9252 0.0 0.0 -0.1
C -2.3830 -1.1712 -0.6880 0.1 0.1 0.1
C -1.4295 -2.1428 -1.3945 0.1 0.1 0.0
N -2.0677 -3.4505 -1.6262 0.3 -0.1 -0.1
H 3.9333 -2.2858 -0.4075 -0.1 0.1 0.0
H 2.5266 -2.1112 0.6630 0.1 0.1 -0.1
H 3.7513 -0.8365 0.6075 0.0 -0.2 -0.1
H 3.1592 -0.5000 -1.8714 -0.1 -0.1 0.1
H 1.7752 -1.5658 -1.6222 0.1 0.0 0.1
H 1.5316 0.1525 0.4143 0.0 0.0 -0.1
H 0.2689 -0.0712 -2.0942 0.0 0.0 0.3
H -1.6535 2.7357 0.1762 0.1 0.0 -0.2
H -0.0356 2.4385 0.8518 -0.1 0.1 -0.2
H -0.6155 0.2453 0.6190 0.1 0.0 -0.2
H -2.1403 0.5350 -2.0017 0.0 0.1 0.1
H -2.8879 0.9028 -0.4424 0.1 -0.1 -0.2
H -2.3357 -1.3411 0.3970 -0.1 -0.1 -0.1
H -3.4000 -1.4185 -1.0087 0.1 0.1 0.0
H -1.1118 -1.7068 -2.3515 -0.1 -0.1 0.1
H -0.5172 -2.2650 -0.7926 -0.1 0.1 -0.2
H -1.9960 -3.7064 -2.6045 -0.1 0.0 0.1
H -1.5810 -4.1833 -1.1224 -0.1 0.1 0.0
C 0.0166 2.3848 4.7746 0.0 0.1 0.1
C 0.5393 1.5939 3.6699 0.0 0.0 0.0
N 0.9600 0.9697 2.8049 0.0 -0.1 -0.1
H -0.9444 2.8172 4.5022 0.0 0.0 0.0
H -0.1152 1.7556 5.6527 0.0 0.0 0.0
H 0.7093 3.1887 5.0160 0.0 0.0 0.0
```
Forces are in eV/Å.

Mulliken population analysis, charges in e, atoms 1 to 5: -1.35, -0.18, -0.30, 0.13, 0.05

=====

Entry 2:
ORCA calculation (ωB97M-V with the def2-TZVPD basis set) on a 2-piece molecular cluster, CH7OS overall in a non-equilibrium geometry.

Properties
- net charge = +1
- energy relative to the best compared isomer or geometry (same formula, charge and spin) (kcal per mole) = 20.5

The geometry in XYZ format:
```
10
Properties=species:S:1:pos:R:3:forces:R:3
O 1.5753 -0.5541 -1.2420 -0.5 1.9 -2.2
H -1.9037 -0.0444 -0.5667 0.0 -0.7 -0.4
H 1.8236 -1.4532 -1.1501 0.6 -1.4 -0.1
H 1.6759 -0.3400 -2.2312 -0.1 -0.6 2.3
C -0.2746 0.8175 0.8494 -0.4 -0.4 -1.5
S -1.8932 -0.0694 0.7688 2.1 -1.0 1.0
H -0.2167 1.5317 0.0590 -0.2 0.6 -0.4
H 0.5099 0.1224 0.6832 0.5 -0.7 -0.2
H -0.1999 1.2352 1.7792 0.1 1.2 2.3
H -1.0966 -1.2457 1.0504 -1.9 1.0 -0.9
```
Forces are in eV/Å.

Mulliken population analysis, charges in e, atoms 1 to 5: -0.63, 0.30, 0.32, 0.32, -0.71

=====

Entry 3:
ORCA calculation (ωB97M-V with the def2-TZVPD basis set) on an isolated ion of composition H2NOS2 and charge -1 in a non-equilibrium geometry.

Properties
- net charge = -1
- SMILES = N=[S@@H]([O-])=S
- energy relative to the best compared isomer or geometry (same formula, charge and spin) (kcal per mole) = 55.3

The geometry in XYZ format:
```
6
Properties=species:S:1:pos:R:3:forces:R:3
N -0.0048 1.2953 0.0452 0.1 0.2 -0.3
S -0.0862 -0.2412 -0.0129 -3.5 -2.4 -4.2
O -0.5120 -1.0562 -1.6578 1.8 2.5 5.1
S 1.0403 -1.2684 1.2166 0.3 -0.2 -0.3
H 0.9395 1.6348 -0.0683 0.3 -0.1 0.0
H -1.3768 -0.3643 0.4773 1.0 -0.1 -0.3
```
Forces are in eV/Å.

Mulliken population analysis, charges in e, atoms 1 to 5: -0.58, 0.39, -0.71, -0.45, 0.21

=====

Entry 4:
ORCA calculation (ωB97M-V with the def2-TZVPD basis set) on a 10-piece molecular cluster, C44H57N11OS overall in a non-equilibrium geometry.

Properties
- net charge = 0
- SMILES = CC(C)C[C@@H](C#N)[C@@](O)(S)C#N.c1cc[nH]c1.c1cc[nH]c1.c1cc[nH]c1.c1cc[nH]c1.c1cc[nH]c1.c1cc[nH]c1.c1cc[nH]c1.c1cc[nH]c1.c1cc[nH]c1

The geometry in XYZ format:
```
114
Properties=species:S:1:pos:R:3:forces:R:3
C 2.9863 2.2537 -0.8239 0.2 -0.3 -0.3
C 2.5582 1.0531 -1.6803 -0.2 0.4 0.4
C 1.0488 0.8526 -1.5356 0.4 -0.1 0.3
C 2.9920 1.3456 -3.1111 -0.5 0.0 0.4
C 2.6786 0.2705 -4.1588 0.5 0.2 -0.4
C 3.2148 0.7713 -5.4293 0.5 -0.1 -0.7
N 3.6819 1.1639 -6.4074 -0.4 -0.1 0.6
C 3.1902 -1.1642 -3.8145 -0.4 -0.2 -1.1
O 2.1177 -1.7603 -3.1335 -0.3 0.0 0.5
S 3.6940 -2.1990 -5.2608 0.4 -0.2 0.0
C 4.3950 -1.1649 -2.9789 0.2 0.1 1.2
N 5.1453 -1.2270 -2.1054 -0.1 0.1 -0.8
H 2.3883 3.1275 -1.0775 -0.1 0.1 0.1
H 2.9027 2.0269 0.2351 -0.1 0.1 0.1
H 4.0244 2.4985 -1.0388 0.1 0.1 0.1
H 3.0644 0.1846 -1.2661 0.1 -0.2 -0.2
H 0.8541 0.4822 -0.5297 -0.2 0.0 0.1
H 0.5491 1.8149 -1.6357 -0.2 0.0 -0.2
H 0.6390 0.1179 -2.2227 -0.1 0.0 -0.1
H 2.4487 2.2413 -3.4207 0.0 0.1 -0.1
H 4.0442 1.6223 -3.1323 0.2 -0.2 -0.1
H 1.6034 0.1784 -4.2936 -0.1 -0.2 0.1
H 2.4266 -2.4030 -2.4828 0.1 0.0 0.0
H 2.6501 -2.0360 -6.0877 -0.2 0.3 0.3
C -1.3757 2.1352 3.2168 0.0 0.0 0.0
C -2.1672 1.1546 2.5585 -0.1 0.0 0.0
C -2.1472 1.4428 1.2191 0.0 0.0 0.0
N -1.3721 2.5557 1.0441 0.0 0.0 0.0
C -0.8985 2.9845 2.2543 0.0 0.0 0.0
H -1.1733 2.2009 4.2722 0.0 0.0 0.0
H -2.6793 0.3253 3.0168 0.0 0.0 0.1
H -2.6068 0.9491 0.3795 0.0 0.0 0.0
H -1.1751 2.9880 0.1610 0.0 0.0 0.0
H -0.2592 3.8473 2.3260 0.0 0.0 0.0
C -1.9155 -4.8522 -3.8141 0.0 0.0 0.0
C -1.2297 -5.8364 -4.5766 0.0 0.0 0.0
C 0.0621 -5.4084 -4.7272 0.0 0.0 0.0
N 0.1826 -4.2051 -4.0878 0.1 0.0 0.0
C -1.0169 -3.8598 -3.5277 0.0 0.0 0.0
H -2.9483 -4.8725 -3.5100 0.0 0.0 0.0
H -1.6383 -6.7527 -4.9676 0.0 0.0 0.0
H 0.9016 -5.8547 -5.2317 0.0 0.0 0.0
H 1.0241 -3.6587 -4.0428 0.0 0.1 0.0
H -1.1267 -2.9428 -2.9745 0.0 0.0 0.0
C -4.1788 -3.5743 1.1627 0.0 0.0 0.0
C -4.7866 -3.7825 2.4306 0.0 0.0 0.0
C -5.0353 -2.5503 2.9723 0.0 0.1 0.0
N -4.6015 -1.6051 2.0816 0.0 0.0 0.0
C -4.0775 -2.2224 0.9768 0.0 0.1 0.0
H -3.8510 -4.3307 0.4701 0.0 0.0 0.0
H -5.0155 -4.7286 2.8908 0.0 0.0 0.0
H -5.4828 -2.2670 3.9096 0.0 0.0 0.0
H -4.6545 -0.6125 2.2176 0.0 0.0 0.0
H -3.6785 -1.6478 0.1583 0.0 0.0 0.0
C 7.2125 1.5978 -0.2823 0.0 -0.1 0.0
C 8.3649 1.4915 0.5430 0.0 0.0 0.1
C 8.7307 2.7639 0.8966 0.0 0.1 0.0
N 7.8439 3.6342 0.3162 0.0 -0.1 0.0
C 6.9200 2.9285 -0.4019 -0.1 0.1 -0.1
H 6.6659 0.7871 -0.7362 0.0 0.0 0.0
H 8.8651 0.5867 0.8447 0.0 0.0 0.0
H 9.5443 3.1235 1.5053 0.1 0.0 -0.1
H 7.8681 4.6322 0.4064 0.0 0.0 0.0
H 6.1323 3.4301 -0.9394 0.0 0.0 0.0
C 0.8477 -2.8687 4.1196 0.0 0.0 0.0
C -0.4648 -3.1192 3.6333 0.0 0.0 0.0
C -0.8242 -2.0476 2.8604 0.0 0.0 0.0
N 0.2164 -1.1604 2.8631 0.1 -0.1 0.0
C 1.2398 -1.6525 3.6259 0.0 0.0 0.0
H 1.4344 -3.5065 4.7590 0.0 0.0 0.0
H -1.0751 -3.9851 3.8276 0.0 0.0 0.0
H -1.7283 -1.8459 2.3122 0.0 0.0 0.0
H 0.2179 -0.2780 2.3840 -0.1 0.1 0.1
H 2.1539 -1.0981 3.7535 0.0 0.0 0.0
C -10.7842 -2.2499 3.3883 0.0 0.0 0.0
C -9.8794 -2.9488 2.5426 0.0 0.0 0.1
C -8.6882 -2.2757 2.5722 0.0 0.0 0.0
N -8.8398 -1.1968 3.4006 0.0 0.0 0.0
C -10.1138 -1.1729 3.9023 0.0 0.0 0.0
H -11.8096 -2.5077 3.5930 0.0 0.0 0.0
H -10.0812 -3.8419 1.9756 0.0 0.0 0.0
H -7.7515 -2.4694 2.0770 0.0 0.0 0.0
H -8.1269 -0.5232 3.6065 0.0 0.0 0.0
H -10.4309 -0.3975 4.5779 0.0 0.0 0.0
C 8.1161 1.7365 6.3235 0.0 0.0 0.0
C 7.2279 0.8028 5.7243 0.0 0.0 0.0
C 7.1979 1.0729 4.3813 0.0 0.0 0.0
N 8.0306 2.1299 4.1474 0.0 0.1 0.0
C 8.5942 2.5416 5.3233 0.0 0.0 0.0
H 8.3746 1.8072 7.3666 0.0 0.0 0.0
H 6.6770 0.0224 6.2216 0.0 0.0 0.0
H 6.6611 0.6040 3.5744 0.0 0.0 0.0
H 8.1968 2.5380 3.2431 0.0 -0.1 0.0
H 9.2859 3.3661 5.3491 0.0 0.0 0.0
C 5.3796 4.8128 -3.4229 0.0 0.0 0.0
C 4.0922 5.0925 -3.9580 0.0 -0.1 0.0
C 3.7205 6.3298 -3.5052 0.0 0.0 0.0
N 4.7329 6.8088 -2.7199 0.0 0.0 0.0
C 5.7474 5.8923 -2.6645 0.0 0.0 0.0
H 5.9708 3.9265 -3.5857 0.0 0.0 0.0
H 3.5110 4.4582 -4.6068 0.0 0.0 0.0
H 2.8301 6.9092 -3.6778 0.0 0.0 0.0
H 4.7331 7.6988 -2.2582 0.0 0.0 0.0
H 6.6440 6.0899 -2.1024 0.0 0.0 0.0
C -10.3377 -1.2905 -0.6703 0.0 0.1 0.0
C -11.1129 -2.2809 -1.3323 0.0 0.0 0.0
C -11.0998 -1.9867 -2.6695 0.0 0.0 0.0
N -10.3471 -0.8575 -2.8419 0.0 0.0 0.0
C -9.8796 -0.4267 -1.6286 0.0 0.0 0.0
H -10.1417 -1.2256 0.3864 0.0 0.0 0.0
H -11.6214 -3.1137 -0.8766 0.0 0.0 0.0
H -11.5578 -2.4819 -3.5082 0.0 0.0 0.0
H -10.1679 -0.4124 -3.7217 0.0 0.0 0.0
H -9.2631 0.4523 -1.5527 0.0 0.0 0.0
```
Forces are in eV/Å.

Mulliken population analysis, charges in e, atoms 1 to 5: -1.57, 1.08, -1.35, -1.58, 0.27

=====

Entry 5:
ORCA calculation (ωB97M-V with the def2-TZVPD basis set) on one molecule with the formula C4H6N2OS.

Properties
- net charge = 0
- SMILES = O=C1CCSN=CN1
- energy relative to the best compared isomer or geometry (same formula, charge and spin) (kcal per mole) = 30.6

The geometry in XYZ format:
```
14
Properties=species:S:1:pos:R:3:forces:R:3
O -1.1416 0.5937 -2.1510 0.3 -0.3 0.9
C -0.6283 0.1736 -1.1228 -0.4 0.4 -0.6
C -1.1536 0.5107 0.2555 0.7 0.2 -0.4
C -0.0709 1.0662 1.1908 0.1 -0.3 -0.5
S 0.8610 -0.2155 2.0519 0.1 0.0 0.0
N 1.4385 -1.2992 0.9274 -0.2 0.2 -0.5
C 1.2478 -1.3869 -0.3238 -0.1 0.1 0.5
N 0.4782 -0.6496 -1.2373 -0.1 0.1 1.0
H -1.6074 -0.3782 0.6574 -0.2 -0.4 0.4
H -1.9248 1.2479 0.1204 -0.3 0.3 -0.2
H -0.5451 1.6172 1.9949 0.0 0.2 0.2
H 0.5993 1.7516 0.6526 -0.2 -0.2 0.2
H 1.7727 -2.1879 -0.8253 0.1 -0.1 -0.1
H 0.6741 -0.8436 -2.1907 0.2 -0.2 -0.8
```
Forces are in eV/Å.

Mulliken population analysis, charges in e, atoms 1 to 5: -0.62, 0.54, -0.61, -0.67, 0.02

=====

Entry 6:
ORCA calculation (ωB97M-V with the def2-TZVPD basis set) on an isolated ion of composition C2H8NP2S and charge +1.

Properties
- net charge = +1

The geometry in XYZ format:
```
14
Properties=species:S:1:pos:R:3:forces:R:3
N -1.5307 1.1063 -1.5354 -0.1 0.2 0.0
C -1.0605 -0.0182 -1.8282 0.1 -0.1 0.0
C -0.0546 -0.8688 -1.0609 0.0 0.0 0.0
P 0.9494 0.0520 0.1321 -0.1 -0.1 0.0
P 0.2904 0.1897 2.2621 0.1 0.2 0.1
S 1.3776 1.4334 3.2019 0.0 0.0 0.0
H -1.1932 1.5408 -0.6737 0.0 -0.1 0.0
H -1.4121 -0.4994 -2.7402 0.0 0.0 0.0
H 0.6203 -1.3881 -1.7445 0.0 0.0 0.0
H -0.5916 -1.6476 -0.5089 0.0 0.0 0.0
H 1.1228 1.3772 -0.2700 0.1 0.0 -0.1
H 2.2239 -0.5120 0.1884 0.1 0.0 0.0
H 0.3341 -1.1849 2.5466 -0.1 -0.1 0.0
H -1.0760 0.4194 2.0307 -0.1 0.0 0.0
```
Forces are in eV/Å.

Mulliken population analysis, charges in e, atoms 1 to 5: -0.57, 0.07, -0.50, -0.07, 0.15

=====

| no. | gap between HOMO and LUMO (eV) |
| --- | --- |
| 1 | 8.94 |
| 2 | 10.63 |
| 3 | 7.81 |
| 4 | 8.16 |
| 5 | 9.19 |
| 6 | 9.76 |